## 1
Entry from the Open Molecules 2025 dataset: C28H25Cl5N8NiO3S4 as an isolated structure (ωB97M-V/def2-TZVPD).

Results
multiplicity	3
LUMO (spin up / spin down)	-0.008 / -0.008	hartree
expectation value of S²	2.01

Each line ends with the Mulliken charge.
Element x y z (Å)
Ni  -0.104  -1.863  0.124  0.9380
C  -1.494  1.778  3.093  -1.0110
C  -0.723  0.778  3.936  -0.5073
S  0.658  -0.028  3.038  0.2196
O  0.176  -0.321  1.651  -0.8967
C  1.785  1.428  2.856  -0.8198
C  1.441  2.304  1.660  -0.5079
H  -2.541  1.805  3.380  0.4065
H  -1.471  1.478  2.046  0.1644
H  -1.085  2.783  3.189  0.2740
H  -1.350  -0.061  4.240  0.3751
H  -0.278  1.222  4.827  0.5233
H  2.773  0.979  2.739  0.3214
H  1.760  1.966  3.804  0.6007
H  1.132  1.684  0.817  0.0439
H  2.313  2.887  1.359  0.1987
H  0.630  2.992  1.882  0.2390
N  3.658  -3.596  3.632  -0.5841
N  2.761  -3.654  2.602  1.1716
N  2.350  -4.792  2.101  -1.0563
C  1.447  -4.380  1.222  -0.2559
N  1.343  -3.046  1.221  0.6408
N  2.191  -2.592  2.115  -0.7074
H  4.223  -4.431  3.642  0.2989
H  4.192  -2.741  3.598  0.2554
H  0.889  -5.041  0.583  0.4461
S  3.257  2.218  -3.466  -0.2302
C  2.648  0.849  -2.533  0.8931
C  1.882  -0.107  -3.193  -0.9095
C  1.328  -1.142  -2.466  -0.4388
N  1.498  -1.281  -1.148  0.0799
C  2.292  -0.397  -0.536  -0.4388
C  2.881  0.675  -1.174  -0.7403
C  3.510  3.406  -2.153  0.0052
C  4.764  3.578  -1.585  -0.0869
C  4.887  4.493  -0.548  -0.3395
N  3.871  5.216  -0.089  -0.5837
C  2.681  5.057  -0.659  -0.5277
C  2.442  4.159  -1.692  0.0755
H  1.689  -0.016  -4.254  0.4414
H  0.692  -1.866  -2.948  0.4338
H  2.444  -0.548  0.525  0.3022
H  3.487  1.367  -0.609  0.4658
H  5.615  3.015  -1.944  0.4209
H  5.843  4.652  -0.062  0.3724
H  1.882  5.677  -0.269  0.4110
H  1.456  4.046  -2.120  0.4904
Cl  -1.959  -2.627  1.461  -0.1878
C  -1.815  -3.879  0.266  1.6168
C  -0.858  -3.627  -0.714  -1.9451
C  -0.701  -4.647  -1.642  1.2781
Cl  0.511  -4.528  -2.880  -0.2087
C  -1.457  -5.826  -1.608  -0.3264
Cl  -1.222  -7.064  -2.784  -0.1866
C  -2.403  -6.018  -0.604  0.6697
Cl  -3.313  -7.474  -0.522  -0.1978
C  -2.588  -5.026  0.355  -0.5514
Cl  -3.728  -5.227  1.626  -0.1965
O  -5.109  1.420  1.514  -0.6609
S  -4.992  0.553  0.371  1.1029
O  -5.999  -0.452  0.199  -0.6667
N  -3.479  -0.126  0.317  -0.3650
C  -2.827  0.268  -0.735  0.6401
S  -1.289  -0.261  -1.237  -0.2363
C  -3.542  1.250  -1.606  0.1778
C  -3.094  1.855  -2.770  -0.5959
C  -3.945  2.742  -3.416  -0.6870
C  -5.211  3.018  -2.910  -0.4611
C  -5.661  2.402  -1.747  -0.5920
C  -4.805  1.527  -1.116  -0.0084
H  -2.107  1.625  -3.146  0.5076
H  -3.624  3.222  -4.331  0.3971
H  -5.857  3.715  -3.427  0.3860
H  -6.649  2.598  -1.352  0.4299



## 2
Entry from the Open Molecules 2025 dataset: C28H25Cl5N8NiO3S4 as an isolated structure (ωB97M-V/def2-TZVPD).

Results
multiplicity	3
LUMO (spin up / spin down)	-0.001 / -0.001	hartree
expectation value of S²	2.01

Each line ends with the Mulliken charge.
Element x y z (Å)
Ni  0.688  0.355  -1.084  -0.3319
C  -0.910  0.401  3.472  -1.0467
C  -1.163  -0.798  2.575  -0.6192
S  0.242  -1.316  1.567  0.3058
O  0.729  -0.012  0.944  -0.1252
C  1.449  -1.706  2.868  -0.4432
C  2.413  -0.572  3.170  -0.9606
H  -1.857  0.797  3.839  0.3916
H  -0.397  1.189  2.919  0.0985
H  -0.303  0.134  4.337  0.3137
H  -1.938  -0.588  1.834  0.3525
H  -1.475  -1.687  3.129  0.6428
H  1.982  -2.580  2.498  0.1970
H  0.865  -2.012  3.739  0.5643
H  2.864  -0.206  2.251  0.0037
H  3.207  -0.951  3.814  0.4289
H  1.933  0.269  3.666  0.2522
N  5.737  -1.351  -1.960  -0.7804
N  4.700  -0.585  -1.452  1.2461
N  4.829  0.235  -0.424  -0.9295
C  3.599  0.704  -0.313  -0.4052
N  2.785  0.158  -1.226  0.7446
N  3.511  -0.651  -1.959  -0.7710
H  6.584  -0.924  -1.600  0.3278
H  5.631  -2.276  -1.537  0.3904
H  3.282  1.424  0.422  0.5383
S  -5.870  1.607  -0.674  -0.2420
C  -4.141  1.278  -0.727  1.5027
C  -3.687  0.450  -1.752  -1.1387
C  -2.340  0.166  -1.835  -0.4434
N  -1.440  0.652  -0.977  0.8306
C  -1.876  1.449  -0.002  -1.4281
C  -3.206  1.784  0.169  -0.4610
C  -5.994  2.670  0.745  0.0116
C  -5.819  4.040  0.623  -0.0133
C  -5.937  4.822  1.764  -0.3324
N  -6.217  4.329  2.967  -0.6019
C  -6.392  3.015  3.068  -0.3559
C  -6.292  2.142  1.992  -0.0017
H  -4.372  0.033  -2.479  0.4228
H  -1.962  -0.476  -2.621  0.3811
H  -1.116  1.831  0.669  0.1990
H  -3.489  2.437  0.983  0.4081
H  -5.592  4.488  -0.335  0.4106
H  -5.800  5.895  1.704  0.3760
H  -6.625  2.636  4.056  0.3710
H  -6.442  1.079  2.123  0.4186
Cl  0.502  1.478  -3.626  -0.1747
C  0.745  2.796  -2.489  1.4180
C  0.892  2.419  -1.165  -1.7684
C  1.096  3.465  -0.282  1.5561
Cl  1.310  3.102  1.419  -0.2054
C  1.145  4.803  -0.677  -0.3575
Cl  1.405  6.064  0.469  -0.1936
C  0.984  5.122  -2.025  0.7082
Cl  1.041  6.762  -2.545  -0.1964
C  0.780  4.103  -2.954  -0.4270
Cl  0.583  4.465  -4.624  -0.1997
O  3.066  -4.374  1.413  -0.7240
S  3.294  -3.867  0.088  1.0936
O  4.646  -3.471  -0.234  -0.7617
N  2.256  -2.640  -0.236  -0.2294
C  1.477  -2.929  -1.247  1.1596
S  0.309  -1.904  -1.913  -0.6351
C  1.686  -4.297  -1.824  0.0233
C  1.035  -4.908  -2.882  -0.6839
C  1.416  -6.198  -3.227  -0.6501
C  2.426  -6.861  -2.535  -0.4952
C  3.085  -6.247  -1.477  -0.6756
C  2.688  -4.967  -1.151  -0.0236
H  0.255  -4.382  -3.416  0.4792
H  0.922  -6.698  -4.050  0.3971
H  2.703  -7.866  -2.826  0.3974
H  3.874  -6.749  -0.934  0.4700



Which of them is the most stable, and which is the least stable? 2 and 1, in that order.



## 1
Entry from the Open Molecules 2025 dataset: an isolated ion of composition C2H8N3O2 and charge +1 (ωB97M-V/def2-TZVPD).

Results
net charge	+1
LUMO	-0.118	hartree
structure (SMILES)	CN(O)C(=[NH2+])NO

Each line ends with the Mulliken charge.
Element x y z (Å)
C  -0.224  -0.124  0.339  0.4822
C  1.624  0.429  -1.040  -0.8732
N  -1.686  -0.250  0.460  -0.0809
N  0.273  0.067  -0.828  0.1917
N  0.513  0.004  1.405  -0.3278
O  -2.163  -0.613  1.713  -0.4246
O  -0.633  0.190  -1.875  -0.4319
H  1.782  1.462  -0.898  0.3670
H  2.261  -0.140  -0.319  0.3870
H  1.691  0.108  -2.023  0.2635
H  -2.071  -0.790  -0.272  0.2774
H  0.069  -0.122  2.312  0.2351
H  1.508  0.114  1.573  0.1880
H  -2.544  0.087  2.112  0.3492
H  -0.400  -0.423  -2.657  0.3973



## 2
Entry from the Open Molecules 2025 dataset: a 2-piece molecular cluster, C2H8N3O2 overall (ωB97M-V/def2-TZVPD).

Results
net charge	+1
LUMO	-0.128	hartree

Each line ends with the Mulliken charge.
Element x y z (Å)
C  -0.174  0.543  -0.416  0.0831
C  0.623  -0.350  1.447  -0.2381
N  -1.383  0.259  -0.830  -0.0389
N  0.311  1.698  -0.823  -0.3038
N  1.632  -1.239  0.811  -0.1926
O  -2.127  1.046  -1.621  -0.4250
O  -0.423  -1.205  1.571  -0.4268
H  -1.878  -0.331  -0.161  0.2292
H  -0.170  2.566  -1.122  0.2447
H  -1.887  0.690  -2.544  0.3839
H  1.305  1.856  -0.859  0.2013
H  1.851  -1.861  1.658  0.3906
H  2.398  -0.750  0.375  0.3350
H  0.968  -1.845  0.239  0.4007
H  -1.047  -1.076  2.274  0.3567



## 3
Entry from the Open Molecules 2025 dataset: an isolated ion of composition C2H8N3O2 and charge +1 (ωB97M-V/def2-TZVPD).

Results
net charge	+1
LUMO	-0.120	hartree
structure (SMILES)	CN(O)/C(N)=[NH+]\O

Each line ends with the Mulliken charge.
Element x y z (Å)
C  -0.191  0.764  0.208  0.6436
C  1.316  -1.213  -0.635  -1.0516
N  0.769  1.631  -0.078  -0.3731
N  0.098  -0.581  -0.202  0.1815
N  -1.355  1.189  0.638  -0.0838
O  -0.901  -1.456  0.274  -0.4858
O  -2.407  0.395  0.934  -0.3817
H  1.791  -0.783  -1.588  0.4172
H  2.110  -1.392  0.152  0.4117
H  1.227  -2.251  -0.940  0.3225
H  1.639  1.152  -0.480  0.2230
H  0.694  2.649  -0.023  0.2210
H  -1.647  2.172  0.581  0.2522
H  -0.548  -2.090  0.955  0.3466
H  -2.596  -0.184  0.202  0.3567



Which of them is the most stable, and which is the least stable? 1 and 2, in that order.



## 1
Entry from the Open Molecules 2025 dataset: C6H14N2O in the gas phase (ωB97M-V/def2-TZVPD).

Results
LUMO	0.036	hartree
structure (SMILES)	[H]/N=N/CCC[C@H](C)OC

Each line ends with the Mulliken charge.
Element x y z (Å)
C  -0.818  -0.334  1.241  -0.7970
C  0.473  0.152  0.651  -0.7558
C  -1.981  0.847  1.191  -0.4300
C  0.599  -0.014  -0.905  0.0760
C  0.860  -1.542  -1.399  -1.1312
C  2.881  0.888  -0.565  -0.5392
N  -3.116  0.093  0.886  0.0610
N  -3.824  0.443  -0.057  -0.7117
O  1.738  0.817  -1.349  -0.4444
H  -1.139  -1.135  0.512  0.1751
H  -0.647  -0.850  2.125  0.4600
H  0.537  1.220  0.896  0.4328
H  1.286  -0.284  1.231  0.5447
H  -2.150  1.126  2.214  0.3136
H  -1.632  1.642  0.582  0.5071
H  -0.076  -2.204  -1.137  0.3105
H  1.689  -1.880  -0.848  0.2965
H  0.768  -1.691  -2.504  0.3428
H  3.077  -0.204  -0.418  0.2570
H  2.710  1.391  0.385  0.2454
H  3.691  1.452  -1.127  0.1857
H  -4.622  -0.218  -0.188  0.2406
H  -0.304  0.285  -1.415  0.3607



## 2
Entry from the Open Molecules 2025 dataset: C6H14N2O as an isolated structure (ωB97M-V/def2-TZVPD).

Results
LUMO	0.020	hartree

Each line ends with the Mulliken charge.
Element x y z (Å)
C  2.178  0.252  -0.057  -0.6669
C  2.271  -1.139  0.538  -0.9804
C  0.520  1.310  0.478  0.1094
O  0.721  2.514  0.470  -0.6603
H  0.429  0.622  1.322  0.3283
H  2.671  0.996  0.568  0.3959
H  2.682  0.335  -1.019  0.3753
H  1.716  -1.212  1.477  0.2757
H  3.314  -1.409  0.733  0.3767
H  1.867  -1.908  -0.125  0.2565
C  -2.423  0.175  1.094  -0.8810
N  -1.471  -0.364  0.129  0.1082
N  -2.158  -1.248  -0.760  -0.7433
C  -0.718  0.677  -0.524  0.1351
C  0.395  0.293  -1.318  -1.0116
H  -1.498  -1.923  -1.125  0.2575
H  -2.573  -0.739  -1.543  0.2602
H  -1.275  1.566  -0.835  0.3595
H  -3.206  0.783  0.614  0.3366
H  -1.894  0.806  1.810  0.3168
H  -2.897  -0.652  1.618  0.3288
H  0.584  -0.752  -1.516  0.3031
H  0.766  1.015  -2.031  0.4200



Which of them is the most stable, and which is the least stable? 1 and 2, in that order.



## 1
Entry from the Open Molecules 2025 dataset: C6H14N2O in the gas phase (ωB97M-V/def2-TZVPD).

Results
LUMO	0.037	hartree
structure (SMILES)	C=C(N)[C@H](C)[C@@H](N)OC

Each line ends with the Mulliken charge.
Element x y z (Å)
C  -1.028  -1.085  -2.119  -0.7618
C  -0.953  0.608  -0.406  -0.2689
O  -1.146  -0.749  -0.745  -0.2921
N  -0.240  1.335  -1.371  -0.6685
H  -0.419  2.328  -1.257  0.3207
H  -1.921  1.061  -0.157  0.5076
H  -1.665  -0.453  -2.741  0.2966
H  -1.351  -2.124  -2.192  0.2601
H  0.000  -1.000  -2.472  0.2800
C  2.111  0.791  0.124  -1.5458
C  -0.953  -0.173  2.129  -1.5314
C  1.193  -0.003  0.774  0.6275
N  1.302  -1.375  0.775  -0.4728
C  -0.128  0.563  1.088  0.2808
H  2.108  -1.756  0.306  0.2346
H  0.449  -1.881  0.594  0.2561
H  -0.024  1.618  1.346  0.3574
H  2.195  1.829  0.418  0.3396
H  0.898  1.164  -1.116  0.3508
H  3.069  0.367  -0.151  0.3472
H  -1.868  0.379  2.340  0.4239
H  -0.393  -0.282  3.059  0.4013
H  -1.236  -1.162  1.773  0.2569



## 2
Entry from the Open Molecules 2025 dataset: C6H14N2O in the gas phase (ωB97M-V/def2-TZVPD).

Results
LUMO	0.028	hartree
structure (SMILES)	CC(C)[C@@H](C)/N=C\NO

Each line ends with the Mulliken charge.
Element x y z (Å)
C  1.285  0.246  -1.057  -1.3768
C  -0.210  -0.207  -1.327  0.4665
C  -0.238  -1.514  -2.096  -1.3191
C  -1.086  -0.290  -0.050  0.2786
C  -0.576  -1.295  0.980  -1.6196
C  -0.611  1.740  1.084  -0.2439
H  1.913  -0.256  -0.310  0.2581
H  1.870  0.258  -1.972  0.4069
H  1.135  1.216  -0.613  0.4442
H  -0.709  0.622  -1.963  0.2774
H  -0.256  -1.305  -3.282  0.3042
H  -1.214  -1.997  -2.017  0.4208
H  0.475  -2.387  -1.674  0.2261
H  -2.146  -0.535  -0.323  0.4378
H  -0.787  -0.930  1.993  0.5150
H  -1.051  -2.267  0.613  0.3371
H  0.564  -1.499  0.725  0.2797
H  -0.754  2.846  1.251  0.3116
H  0.788  0.420  1.827  0.2807
H  1.225  2.259  3.454  0.3697
N  -1.304  1.104  0.264  -0.5375
N  0.326  1.414  2.037  -0.1061
O  1.360  2.356  2.457  -0.4113



## 3
Entry from the Open Molecules 2025 dataset: a 2-piece molecular cluster, C6H14N2O overall (ωB97M-V/def2-TZVPD).

Results
LUMO	0.032	hartree
structure (SMILES)	CC(C)=C(N)N.CC=O

Each line ends with the Mulliken charge.
Element x y z (Å)
C  -1.959  0.202  -1.143  -1.8386
C  -1.602  -0.777  1.173  -1.5634
C  0.003  0.839  0.258  0.0940
C  -1.210  0.189  0.164  1.0154
N  0.744  0.942  1.463  -0.5251
N  0.412  1.769  -0.724  -0.4629
H  0.681  0.114  2.037  0.2657
H  0.530  1.778  1.995  0.2099
H  1.125  2.398  -0.378  0.3169
H  -0.338  2.286  -1.158  0.2005
H  -2.567  -0.694  -1.256  0.4649
H  -2.625  1.070  -1.194  0.3788
H  -2.594  -1.193  1.022  0.4370
H  -0.700  -1.632  1.000  0.3513
H  -1.461  -0.448  2.202  0.3086
H  -1.285  0.253  -1.999  0.4333
C  2.410  -0.717  -0.509  -1.1415
C  1.021  -1.271  -0.420  0.3718
O  0.670  -2.055  0.496  -0.6249
H  0.489  -1.304  -1.383  0.2707
H  2.389  0.244  -1.022  0.3345
H  2.848  -0.590  0.478  0.3119
H  3.018  -1.402  -1.103  0.3912



## 4
Entry from the Open Molecules 2025 dataset: a 2-piece molecular cluster, C6H14N2O overall (ωB97M-V/def2-TZVPD).

Results
LUMO	0.031	hartree
structure (SMILES)	[H]/N=C(/C)N=C.CC(C)O

Each line ends with the Mulliken charge.
Element x y z (Å)
C  -1.305  0.399  0.204  2.1209
C  -1.880  0.941  -1.099  -1.5331
C  -1.929  -0.936  0.589  -1.5516
O  -1.490  1.381  1.216  -0.5916
H  -1.597  0.935  2.061  0.3472
H  -0.225  0.244  0.070  -1.1402
H  -1.655  0.261  -1.916  0.3500
H  -1.449  1.915  -1.313  0.3731
H  -2.958  1.055  -1.012  0.3844
H  -1.752  -1.665  -0.201  0.3524
H  -3.002  -0.825  0.741  0.4393
H  -1.480  -1.315  1.504  0.4234
C  1.802  -0.635  -1.578  -1.0524
C  1.819  -0.809  -0.086  0.6255
C  2.210  1.175  1.202  -0.1759
N  2.540  0.137  0.590  -0.4338
N  1.338  -1.860  0.428  -0.6269
H  1.423  -1.915  1.440  0.2458
H  1.213  -1.435  -2.014  0.3056
H  1.378  0.332  -1.844  0.2651
H  2.818  -0.684  -1.956  0.3837
H  2.985  1.737  1.708  0.2701
H  1.194  1.568  1.265  0.2189



Which of them is the most stable, and which is the least stable? 4 and 2, in that order.



## 1
Entry from the Open Molecules 2025 dataset: CH3NOS in the gas phase (ωB97M-V/def2-TZVPD).

Results
LUMO	0.005	hartree

Each line ends with the Mulliken charge.
Element x y z (Å)
C  -0.062  0.249  0.239  -0.0350
N  -1.178  -0.489  0.073  -0.4353
O  2.566  0.630  -0.096  -0.5445
S  1.479  -0.396  -0.005  0.2166
H  -0.101  1.369  0.514  0.2961
H  -1.859  0.022  -0.446  0.2590
H  -0.845  -1.385  -0.278  0.2431



## 2
Entry from the Open Molecules 2025 dataset: CH3NOS in the gas phase (ωB97M-V/def2-TZVPD).

Results
LUMO (spin up / spin down)	0.004 / 0.004	hartree

Each line ends with the Mulliken charge.
Element x y z (Å)
C  -0.123  0.351  -0.078  -0.1642
N  -1.183  -0.422  0.024  -0.2933
O  2.815  0.622  -0.006  -0.4954
S  1.858  -0.489  0.120  0.1350
H  -0.187  1.399  -0.287  0.3497
H  -2.130  -0.068  -0.028  0.2342
H  -1.050  -1.394  0.254  0.2341



Which of them is the most stable, and which is the least stable? 1 and 2, in that order.